# C4H9NO

A molecular structure, C4H9NO at a distorted geometry (ωB97M-V with the def2-TZVPD basis set, OMol25).

Geometry as XYZ:
```
15
Properties=species:S:1:pos:R:3:forces:R:3:nbo_charge:R:1
C 0.972833 0.391811 1.525223 0.01 -0.27 -0.15 -0.71
C 0.592201 1.167128 0.293528 -0.58 0.21 -0.68 0.58
N 0.466749 0.080403 -1.049411 0.11 0.15 0.95 -0.67
O 0.957156 2.279253 -0.015201 -0.30 -0.59 0.16 -0.61
H 1.010846 -0.781729 -0.968213 -0.12 0.19 -0.38 0.41
H 0.683202 0.627238 -1.880607 0.09 -0.30 0.08 0.42
H 0.376373 -0.517021 1.624108 0.00 0.05 0.01 0.23
H 2.033160 0.120837 1.471545 -0.07 0.05 -0.01 0.23
H 0.820339 1.027740 2.395295 -0.03 0.01 -0.09 0.25
C -0.991266 -0.161335 -0.840784 0.38 -0.97 -0.55 -0.15
C -1.340327 -1.484850 -0.574815 0.08 0.75 0.15 -0.63
H -2.384104 -1.766404 -0.600262 0.03 0.02 -0.02 0.21
H -1.581232 0.375067 -1.582156 -0.06 0.16 0.34 0.22
H -0.929282 0.748472 0.173599 0.40 0.56 0.29 0.05
H -0.686649 -2.106608 0.028151 0.06 -0.03 -0.10 0.18
```
Positions in Å, forces in eV/Å.

Calculated values
Energy, eV: -7827.3757
Relative energy (zero: lowest compared OMol25 entry of this formula, charge and spin), kJ/mol: 477.0
Net charge: 0
Spin multiplicity: 1
Lowest unoccupied orbital energy, eV: 0.76
Frontier orbital gap, eV: 7.66
HOMO energy, eV: -6.90